The following is a quantum chemistry calculation of a 11-piece molecular cluster, C54H138N8O22 overall in a non-equilibrium geometry, from the OMol25 dataset.

```
222
Properties=species:S:1:pos:R:3
N 1.8785 -3.7309 1.6647
H 1.7272 -1.7918 2.3319
O 0.7112 6.3759 0.0752
H 4.2273 5.5574 2.5870
O 2.0521 -2.8872 -1.1471
H 1.4672 8.6028 1.3339
C 6.5912 -0.5211 0.3662
H 7.0333 -6.0297 -2.0306
C -3.1849 2.5351 -1.8215
H 6.2150 5.5740 4.5222
H -0.4193 7.8300 -0.9088
H 8.4056 -4.4321 -0.9411
C 2.2324 -2.7345 2.5789
C -0.2168 10.7268 1.8583
O 4.4521 4.4974 4.3624
N -8.0840 -0.7932 -2.4111
H 2.5994 -5.2941 2.7949
H -1.5458 3.7328 -2.3944
H -5.2922 -0.7301 -3.3356
O -2.5005 10.1245 1.9428
H 7.3716 -5.0517 -3.4762
C -6.5658 -0.5033 -0.5156
H -5.4285 -0.4982 -5.9741
N 1.2762 -4.4858 -3.3153
C 0.2824 0.3092 0.2293
C 2.5806 3.5227 7.6414
C -4.9961 -1.3341 -5.3989
H -10.7290 -1.0591 -4.4858
H 1.9507 -2.0773 4.5585
H 3.8963 6.4490 4.0167
C -0.2520 -3.4211 5.1531
C 3.5641 0.6726 1.8905
N -5.9397 -2.4594 -5.2126
C 0.5332 7.7120 -0.3592
N 2.1658 4.0571 2.4346
C -5.2429 -0.5031 1.4033
H -2.9458 -4.9810 1.0111
O 0.3522 -3.3050 3.9157
H -1.5379 11.0837 3.4707
H 1.0044 4.4861 -0.5622
H 3.7652 -4.6561 1.6039
H -0.9437 1.9030 -4.0122
H 0.7828 -0.6587 0.3693
H 4.1291 -7.0980 -5.2061
C 0.2420 0.4610 3.8645
H -9.4480 -4.9135 -7.8693
C 1.0312 1.0892 -0.8149
C 0.3114 -3.6975 -2.4726
C -9.6982 -0.7777 -4.2189
H -9.6243 -2.2690 -2.6536
C -3.6606 10.1142 2.7028
H -3.8068 11.0622 3.2282
C 3.7560 5.4466 3.5745
H 2.2043 1.4167 7.2663
H -1.3305 -3.4159 4.9893
O -1.1059 -2.2189 1.6113
H -9.6096 0.3132 -4.2752
H 1.4269 -1.9559 -2.8495
O -7.3921 -4.8184 -7.5785
H -2.7144 -4.0515 2.4827
H 3.1422 6.0075 8.2771
H 0.0009 -4.3519 5.6662
H 4.2948 1.3687 1.4406
H -4.1418 -1.7499 -5.9388
H 4.6192 -6.5181 -0.2150
H -8.4430 -6.2757 -8.4870
O 1.0485 0.4664 -2.0859
H 0.6821 10.6390 2.4784
C 1.7183 -6.5700 -4.4274
H 5.9576 -1.7675 -1.0927
H 5.0316 1.6830 -2.4157
H 4.6441 -7.8577 -3.7428
H 3.5681 3.4930 8.1188
H -6.3760 0.5239 -0.9018
C -7.9571 -0.9081 -0.9546
C 7.7969 -3.6276 -1.3906
N -0.0470 9.9237 0.6430
H 3.2849 -7.0485 -1.2686
C -1.3523 10.2806 2.7386
H -0.0299 -4.3236 -1.6224
C 0.7739 3.6772 2.2744
C -2.1220 2.9052 -2.8460
H 7.5058 -0.3294 0.9238
H 0.1139 4.5011 2.0007
H -1.0901 9.3577 3.2680
C 2.1798 -5.9674 0.8057
O -8.8443 -1.3748 -5.1454
H -0.4743 -2.5605 2.2873
H 1.1988 -6.2780 1.2323
H -0.9344 2.7494 3.2153
C -9.1814 -0.9836 -6.4238
H 2.6787 -0.9503 -0.5648
H -2.9360 -0.3804 -2.1245
H -3.6016 9.3220 3.4744
C 1.0060 -2.4733 -1.9838
C 2.7053 -4.9224 1.7737
C -4.5019 -0.8040 -4.0813
O 2.8077 -6.9879 -3.6323
O 4.2376 0.0424 2.9849
H -0.3650 -5.0428 2.2109
H 2.1015 -5.9631 -5.2642
H 0.5827 -6.3475 -2.6372
O -1.2424 1.8082 -3.1025
H 1.5682 2.5216 6.0890
H 5.4747 0.7310 4.4582
H 2.0800 1.0456 -0.4967
H -3.9890 0.1626 -4.1730
O -1.2146 -5.4819 2.0042
C 3.7537 -7.7071 -4.3551
H 4.1178 2.3155 -1.0346
C 3.8033 -7.2539 -0.3172
H 1.3617 5.7335 8.3108
H 2.2938 -3.8729 4.3668
H 2.6891 1.2369 2.2470
H 0.2756 0.8551 1.1840
O 0.7640 1.5141 3.0960
H 3.3155 -2.5497 2.6115
C 6.0177 0.7570 -0.1504
H -8.8349 -6.1392 -6.7707
H 3.4586 0.9982 -2.1147
H 6.6924 1.2757 -0.8416
H -2.1313 1.5168 -0.5617
C 0.1642 2.7448 3.2932
H 1.7498 -5.6362 -0.1532
H 0.7383 2.1462 -0.7940
O 2.9077 -7.1679 0.7902
H 1.7758 5.6775 -1.5462
H -8.5551 -1.5901 -7.0732
H 1.9521 -3.3657 0.7140
H 3.4341 -1.4929 -1.9723
C 1.7415 -2.9943 4.0004
H -5.7762 -1.1163 -0.9851
H 3.8654 -2.3712 -0.4865
H -2.2213 -2.9684 0.0093
C 4.5219 0.9709 3.9716
H -6.0625 -2.7715 -7.3409
H 4.2331 -8.2506 -0.4062
H 3.2425 0.1696 5.5641
O -3.5208 -1.7192 -3.6364
H -0.9613 9.8345 0.1987
H 1.7435 3.5196 8.3548
C 6.6774 -5.1953 -2.6435
H -10.0568 -0.5538 -2.1986
H -1.7478 -0.7888 -3.4202
H 0.7376 -0.4573 3.5631
C 2.2448 5.8408 7.6615
H 0.2280 0.6702 -2.5763
O 2.4154 4.6942 6.8548
H -1.2713 -0.8770 0.2880
H 1.1996 -7.4226 -4.9008
O -6.5207 -0.5125 0.8846
H -7.4551 -1.5222 -2.7600
H -3.9737 3.2890 -1.8612
C 7.5870 -2.5982 -0.3064
C 2.3367 5.0778 3.4727
H -9.0105 0.0820 -6.5891
H -0.5280 -3.4749 -3.1400
C -5.9766 -3.3173 -6.3897
C -9.4268 -1.2050 -2.8067
H 3.2195 -0.0350 1.1398
O 6.5459 -4.0754 -1.8474
H -8.0044 -1.9863 -0.6721
C -7.2086 -4.2493 -6.3043
H -2.1300 -1.9639 -2.1866
H 2.0990 6.7227 7.0416
C 0.7681 -5.8153 -3.5861
H -2.5519 3.3006 -3.7720
H -4.6199 0.3041 1.0087
H 2.1054 -4.5558 -2.7153
C -2.1738 -4.5155 1.6380
H -0.2900 11.7721 1.5570
H 3.7936 3.0617 5.4169
C 5.8110 4.6106 4.1874
H 6.9996 -3.1321 0.4876
H -0.1188 7.9774 1.6350
H 5.6865 1.4324 0.6512
C 0.8462 5.4745 -0.9845
H 2.6520 3.2152 2.7608
C -8.5819 -5.5643 -7.6736
H 8.4120 -3.1866 -2.1968
H 3.4094 -8.6643 -4.7625
H -0.8341 0.3881 3.6346
H -0.7040 -3.7517 0.2901
H -10.2324 -1.2128 -6.6279
H 0.3455 0.5844 4.9522
H 5.6855 -5.4040 -3.0297
N 3.5768 2.1839 5.9175
H -0.1668 -5.8039 -4.1529
H 6.2918 3.8387 4.7929
H 0.3518 3.0662 4.3357
H -5.1204 -4.0028 -6.3747
H 1.3802 8.0270 -0.9845
H 0.0089 5.5295 -1.6861
C -2.5606 -1.1578 -2.7848
H 1.7587 5.9334 3.1121
H -0.0365 -2.5656 5.8042
H -8.0671 -3.5831 -6.1043
O -2.6439 2.3553 -0.5339
O 4.8139 0.3811 -0.8363
C 3.0483 -1.8809 -1.0145
H -4.5003 9.8230 2.0816
C -1.5984 -3.3653 0.8118
H 8.4934 -2.3420 0.2493
N 6.8458 -1.4227 -0.7386
H 2.4640 1.1881 4.3569
C 2.4507 2.3393 6.7378
H -4.7671 -1.4773 1.2455
H 1.9706 4.8010 4.4699
H 5.8047 -0.9288 1.0304
H -5.3267 -0.3660 2.4804
H 4.7158 1.9545 3.5101
H -8.7238 -0.4651 -0.3228
C 0.4557 8.5766 0.8993
C 3.3977 1.0817 4.9612
H -6.8785 -2.0200 -5.1956
H -3.6683 1.6226 -2.2310
H 0.7392 3.0343 1.3746
O -1.1053 0.0104 -0.0888
C 4.3293 1.4116 -1.6117
H -7.0799 -4.9995 -5.5235
H 6.1312 4.4330 3.1520
H 0.3136 -1.8340 -1.4284
```

ΔE to the lowest compared entry with this formula, charge and spin = 0.0 kcal per mole
SMILES string = COCCNCCOC.COCCNCCOC.COCCNCCOC.COCCNCCOC.COCCNCCOC.COCCNCCOC.COCCNCCOC.COCCNCCOC.OCCO.OCCO.OCCO
HOMO energy = -8.42 eV
Frontier orbital gap = 8.9276 eV
E_tot = -115189.3124 eV

Atomic partial charges in e from the Mulliken method, atoms 1 to 8: 2.177 -1.572 -0.136 0.437 -0.055 0.216 -0.443 0.367